This record from OMol25 describes a molecular structure, C35H34F6N3O4PbS3Sb2 at a distorted geometry. The level of theory is ωB97M-V with the def2-TZVPD basis set.

LUMO level, eV: -3.2
Maximum force, hartree/bohr: 0.022
Highest occupied orbital energy, eV: -11.1
ΔE to the lowest compared entry with this formula, charge and spin, kJ/mol: 61.5
DFT total energy, eV: -116633.8289
Total charge: +1
Kohn-Sham gap, hartree: 0.29194

Each line ends with the Löwdin charge.
Cartesian coordinates (Å):
Pb  1.0945  -1.3082  -0.7661  0.947
Sb  0.4189  1.1082  0.8472  1.386
Sb  0.0405  0.9570  -2.7172  1.397
S  2.4876  -4.0910  0.1301  0.542
S  -1.3339  -2.5106  -0.8146  0.619
S  1.6664  -3.1951  2.5119  0.610
F  0.9794  -5.0667  4.1959  0.178
F  -0.6587  -4.2861  2.9935  0.139
F  2.9215  -6.6189  -0.2154  0.166
F  0.1657  -3.0970  4.6122  0.139
F  4.3126  -5.2891  -1.2240  0.166
F  4.4634  -5.5918  0.9184  0.170
O  0.9175  -2.0754  1.9124  -0.482
O  3.2638  -2.8618  0.1761  -0.400
O  1.5685  -4.1818  -0.9781  -0.365
O  2.7994  -2.8233  3.2967  -0.236
N  1.8142  -4.4071  1.5184  -0.273
N  -3.1399  -3.6512  0.6884  0.123
N  -1.9525  -1.9761  1.7683  0.124
C  -2.1773  2.1114  -0.7838  -0.333
C  -0.3120  2.4603  3.5505  -0.128
C  -1.0182  3.5606  -3.9300  -0.134
C  0.0660  5.7091  -3.9011  -0.068
C  -0.7425  -0.2023  -6.9001  -0.072
C  4.5103  2.3162  -0.1345  -0.068
C  1.1612  5.1534  -3.2528  -0.071
C  -2.6936  -2.0794  2.9037  -0.246
C  3.3134  4.3612  0.2933  -0.073
C  -0.9856  2.5668  0.0735  -0.351
C  -1.0216  4.9138  -4.2420  -0.068
C  2.1626  2.2519  0.4291  -0.390
C  0.0829  3.0027  -3.2847  -0.390
C  0.4635  -3.9770  3.6580  -0.674
C  -0.1631  2.7072  4.9107  -0.075
C  -0.9409  -1.5734  -6.8068  -0.071
C  -0.6092  -1.4555  -4.4313  -0.146
C  0.7294  1.9546  5.6630  -0.068
C  3.3474  1.5917  0.1000  -0.140
C  -2.1787  -2.7307  0.6647  -0.718
C  0.4337  1.4535  2.9480  -0.377
C  -0.4872  0.5484  -5.7596  -0.119
C  1.1747  3.7981  -2.9467  -0.135
C  -1.9381  1.0172  -1.8375  -0.378
C  1.4739  0.9479  5.0600  -0.061
C  -0.4291  -0.0748  -4.5171  -0.385
C  -4.8986  -4.8944  1.7821  -0.006
C  -3.8839  -3.7984  1.7794  -0.270
C  -2.2983  -1.2084  4.0500  0.019
C  -0.8767  -2.2025  -5.5706  -0.070
C  3.6363  -5.5078  -0.1077  -0.697
C  -3.7179  -2.9732  2.9074  0.041
C  1.3251  0.6911  3.7027  -0.130
C  4.4910  3.6999  -0.0367  -0.068
C  2.1511  3.6404  0.5277  -0.130
H  -1.1408  -2.1534  -7.6990  0.110
H  3.3817  0.5074  0.0435  0.069
H  -1.0254  -3.2728  -5.4902  0.113
H  -1.3439  3.1516  0.9211  0.047
H  -1.8723  5.3441  -4.7542  0.110
H  2.1721  0.3575  5.6415  0.115
H  -2.9940  1.7861  -0.1349  0.105
H  -0.5483  -1.9690  -3.4781  0.039
H  -4.3509  -3.0825  3.7775  0.135
H  -1.1011  -1.4307  1.7990  0.079
H  -0.7441  3.4925  5.3794  0.110
H  -1.0091  3.0616  2.9790  0.085
H  1.2402  4.1661  0.7941  0.103
H  5.4293  1.7998  -0.3822  0.113
H  -4.7344  -5.5490  2.6408  0.097
H  -2.8863  -1.4414  4.9348  0.099
H  -2.6611  1.1096  -2.6473  0.063
H  3.3028  5.4404  0.3781  0.111
H  5.3997  4.2654  -0.2063  0.111
H  0.8478  2.1561  6.7217  0.111
H  0.0642  6.7634  -4.1493  0.110
H  1.8999  -0.1083  3.2470  0.083
H  -2.4438  -0.1557  3.7968  0.097
H  -2.0747  0.0265  -1.4065  -0.017
H  -5.9044  -4.4787  1.8803  0.098
H  -0.7809  0.2873  -7.8652  0.110
H  2.0340  3.3708  -2.4390  0.089
H  -0.3283  1.6185  -5.8432  0.092
H  -1.8742  2.9479  -4.1933  0.104
H  2.0091  5.7729  -2.9868  0.109
H  -1.2390  -1.3473  4.2816  0.078
H  -4.8291  -5.4707  0.8643  0.089
H  -2.5364  3.0064  -1.2972  0.104
H  -0.3373  3.2140  -0.5229  0.032

Forces on the atoms, in the same order (eV/Å):
Pb 0.30 -0.73 0.14
Sb -0.19 1.09 0.29
Sb -0.66 0.33 -0.34
S -0.09 0.18 -0.20
S -0.07 -0.02 0.06
S 0.04 0.01 -0.06
F -0.17 0.12 0.02
F 0.10 -0.05 0.24
F 0.15 -0.02 0.01
F -0.04 -0.04 0.15
F 0.10 -0.09 -0.07
F 0.11 -0.09 0.00
O 0.01 -0.08 -0.05
O 0.13 -0.21 -0.06
O 0.00 0.01 0.08
O -0.13 -0.06 -0.05
N 0.16 0.18 0.08
N -0.07 -0.08 0.04
N 0.04 -0.10 0.08
C 0.10 -0.05 -0.04
C -0.03 -0.04 0.04
C 0.02 0.05 0.02
C 0.04 -0.02 -0.01
C -0.01 -0.01 -0.01
C -0.02 -0.04 0.00
C -0.02 0.01 0.00
C 0.16 0.19 0.03
C 0.01 -0.01 0.01
C -0.05 -0.20 -0.07
C 0.03 -0.02 0.01
C 0.14 -0.28 -0.08
C 0.20 -0.17 0.03
C 0.11 -0.22 -0.30
C -0.01 -0.01 0.01
C -0.01 0.02 0.01
C -0.02 0.10 -0.13
C 0.00 0.01 0.01
C -0.09 0.16 0.02
C -0.24 0.06 0.02
C -0.06 -0.26 -0.12
C 0.00 0.07 0.06
C -0.02 0.02 -0.04
C 0.08 0.06 0.12
C -0.02 -0.02 -0.03
C 0.12 -0.04 0.08
C 0.02 0.04 -0.01
C 0.09 0.04 -0.15
C 0.07 0.06 -0.06
C 0.01 0.01 0.03
C -0.20 0.13 0.19
C -0.14 -0.13 0.06
C -0.06 0.00 0.07
C 0.01 0.04 -0.01
C 0.00 -0.05 0.01
H 0.01 0.02 0.03
H 0.05 0.00 0.01
H 0.01 0.06 -0.01
H 0.05 0.04 -0.05
H 0.00 0.01 0.01
H -0.03 0.03 -0.02
H 0.00 0.00 0.01
H -0.02 -0.03 0.05
H 0.07 -0.01 -0.03
H 0.15 0.08 -0.02
H 0.04 -0.03 -0.01
H 0.02 -0.01 0.03
H 0.06 0.02 0.00
H -0.03 0.01 0.00
H -0.01 0.03 -0.03
H 0.01 -0.01 -0.05
H 0.01 -0.01 -0.05
H 0.00 -0.01 0.00
H -0.06 -0.03 -0.01
H -0.01 -0.02 -0.08
H -0.02 -0.04 0.02
H 0.00 0.05 0.02
H -0.01 -0.01 0.00
H -0.03 -0.05 0.02
H 0.04 0.00 -0.01
H -0.01 -0.02 0.02
H -0.03 0.02 -0.03
H 0.00 -0.06 -0.03
H 0.02 0.02 0.00
H -0.02 -0.01 -0.02
H -0.12 0.06 -0.03
H -0.02 0.02 0.01
H -0.02 0.03 0.04
H 0.00 -0.01 0.06

This record from OMol25 describes a molecular structure, C35H34N3O2PSSiTi at a distorted geometry. The level of theory is ωB97M-V with the def2-TZVPD basis set.

LUMO level (alpha / beta), eV: 0.4 / -0.3
Maximum force, hartree/bohr: 0.038
Highest occupied orbital energy (alpha / beta), eV: -6.1 / -7.4
Expectation value of S²: 2.026
DFT total energy, eV: -96530.6384
Multiplicity: 3
Kohn-Sham gap (alpha / beta), hartree: 0.23806 / 0.26269

Each line ends with the Löwdin charge.
Cartesian coordinates (Å):
Ti  0.0553  0.2680  -0.3391  0.774
S  -1.3973  -4.0129  -1.5727  0.616
P  -1.6036  -0.1682  1.5451  1.083
Si  -0.9509  1.7617  -2.8924  0.427
O  1.8732  -0.4936  -0.6408  -0.154
O  1.6481  2.1685  0.2022  -0.079
N  0.3901  0.9801  -2.1458  -0.165
N  -0.7633  -1.3900  -0.9437  -0.056
N  0.4876  1.7169  0.8956  -0.231
C  -1.1364  3.2027  3.8702  -0.047
C  -0.5602  3.5117  -3.4945  -0.165
C  4.6390  -1.1434  1.6748  -0.065
C  0.0986  2.5212  1.8975  -0.123
C  -1.5466  -2.7733  2.7803  -0.070
C  -0.9509  -1.5362  2.5674  -0.327
C  -0.9293  -3.7062  3.6044  -0.076
C  2.4666  -2.4730  0.5587  0.013
C  2.7094  -1.1431  0.2670  -0.268
C  3.3387  -3.1465  1.3994  -0.066
C  2.4084  -0.2307  -1.9228  -0.164
C  3.1898  0.3122  -4.4971  -0.094
C  -1.7288  0.7481  -4.2845  -0.157
C  3.7841  -0.4659  0.8225  -0.003
C  -2.0599  2.9959  4.8612  -0.086
C  3.6024  -0.7396  -2.3803  -0.008
C  -4.2551  0.5215  1.1176  -0.102
C  0.2568  -1.2393  3.2077  -0.098
C  -3.3294  -0.5249  1.0861  -0.343
C  -2.6667  0.8988  3.8740  -0.098
C  1.5542  0.5501  -2.7220  -0.281
C  -2.1533  1.8229  -1.4163  -0.172
C  4.4280  -2.4889  1.9508  -0.082
C  -5.8738  -0.8440  -0.0189  -0.080
C  -1.7500  1.0953  2.8412  -0.309
C  -0.9282  2.2558  2.8341  -0.227
C  -3.6906  -1.7249  0.4731  -0.109
C  -4.9562  -1.8821  -0.0697  -0.065
C  -5.5202  0.3577  0.5791  -0.076
C  0.8433  -2.1543  4.0604  -0.078
C  4.0036  -0.4572  -3.6819  -0.094
C  -2.8313  1.8284  4.8811  -0.082
C  1.9827  0.8066  -4.0307  -0.024
C  0.2581  -3.4009  4.2468  -0.086
C  -1.0282  -2.5098  -1.2163  -0.941
H  0.7160  -0.2685  3.0509  0.104
H  -1.4527  4.0057  -3.8851  0.028
H  -2.4958  -3.0131  2.3199  0.091
H  -6.8549  -0.9599  -0.4610  0.103
H  -2.7117  1.1305  -4.5669  0.029
H  -1.7072  2.3600  -0.5725  0.024
H  -6.2337  1.1713  0.6113  0.105
H  3.9375  0.5759  0.5716  0.128
H  1.6127  -2.9721  0.1150  0.122
H  0.1903  3.5046  -4.2875  0.019
H  -1.3904  -4.6737  3.7592  0.105
H  4.2190  -1.3556  -1.7393  0.120
H  -3.1021  2.3065  -1.6514  0.047
H  3.1632  -4.1896  1.6258  0.111
H  3.4970  0.5250  -5.5135  0.102
H  1.7028  3.1278  0.2905  0.097
H  0.7298  -4.1263  4.8978  0.102
H  -2.3814  0.7961  -1.1068  0.000
H  -1.1005  0.7492  -5.1778  0.023
H  -3.5498  1.6595  5.6719  0.100
H  -2.1879  3.7364  5.6406  0.103
H  0.6500  3.4505  2.0231  0.117
H  -1.8465  -0.2896  -3.9643  0.029
H  1.7615  -1.9000  4.5732  0.106
H  4.9424  -0.8484  -4.0482  0.099
H  -0.1703  4.1234  -2.6780  0.025
H  -3.2676  -0.0037  3.8728  0.115
H  -0.5350  4.1047  3.8747  0.109
H  1.3451  1.3991  -4.6755  0.093
H  -2.9816  -2.5377  0.3961  0.052
H  -5.2249  -2.8178  -0.5431  0.109
H  5.4790  -0.6238  2.1166  0.107
H  -3.9756  1.4711  1.5543  0.107
H  5.1166  -3.0243  2.5917  0.103

Forces on the atoms, in the same order (eV/Å):
Ti -0.60 0.89 -0.47
S -0.09 -0.42 -0.07
P -0.46 -0.15 1.19
Si -0.45 0.20 0.05
O 1.29 -0.20 -0.29
O 0.47 0.04 0.37
N 0.01 0.04 -0.53
N -0.88 -1.72 -0.32
N 0.03 0.82 0.71
C 0.05 0.05 -0.02
C -0.05 -0.26 0.10
C 0.01 -0.08 0.03
C 0.30 0.26 0.16
C -0.01 0.08 -0.08
C -0.02 -0.12 0.02
C -0.03 -0.10 0.08
C -0.22 0.05 -0.23
C 0.36 -0.40 0.37
C 0.03 -0.01 0.14
C 0.11 0.11 -0.71
C 0.08 -0.02 -0.07
C 0.23 0.14 0.21
C -0.22 0.24 -0.11
C 0.00 0.02 0.02
C 0.00 -0.10 0.27
C 0.05 -0.05 0.05
C -0.10 0.00 -0.04
C 0.04 0.09 -0.21
C -0.01 0.07 0.06
C 0.31 -0.06 -0.03
C 0.32 0.06 -0.44
C -0.01 0.00 0.01
C 0.04 0.05 0.00
C 0.13 0.20 -0.27
C -0.30 -0.23 0.02
C 0.07 0.00 0.05
C -0.10 -0.06 0.00
C -0.08 -0.04 -0.05
C 0.08 -0.05 -0.06
C -0.02 0.02 -0.04
C -0.04 -0.08 -0.01
C -0.07 -0.01 0.17
C 0.05 0.02 0.03
C 0.12 0.57 0.05
H 0.05 -0.01 0.03
H -0.02 -0.03 -0.01
H 0.06 -0.03 0.05
H -0.01 -0.03 0.03
H 0.00 0.05 0.02
H -0.07 0.05 0.01
H 0.04 0.03 0.02
H -0.01 0.00 0.00
H 0.02 0.01 -0.01
H -0.01 0.00 -0.01
H -0.02 0.02 -0.02
H 0.00 0.01 -0.02
H -0.04 -0.05 -0.01
H -0.02 -0.01 -0.02
H -0.01 0.01 0.01
H -0.23 0.18 -0.11
H -0.03 0.00 0.00
H -0.18 0.02 -0.01
H -0.01 -0.01 -0.01
H 0.00 -0.01 -0.01
H 0.02 0.02 -0.01
H 0.03 -0.05 0.02
H -0.01 0.00 0.02
H 0.04 -0.01 -0.02
H 0.00 0.00 0.00
H 0.00 -0.03 0.02
H -0.01 0.00 0.02
H 0.00 -0.01 0.00
H 0.03 0.00 -0.03
H -0.05 0.01 -0.08
H 0.05 -0.01 0.00
H 0.00 0.01 -0.02
H -0.03 0.01 0.02
H -0.03 0.02 0.02

This record from OMol25 describes a molecular structure, C35H34N5O10SSn. The level of theory is ωB97M-V with the def2-TZVPD basis set.

LUMO level (alpha / beta), eV: -0.8 / -2.0
Maximum force, hartree/bohr: 0.018
Highest occupied orbital energy (alpha / beta), eV: -8.1 / -8.1
Expectation value of S²: 0.753
ΔE to the lowest compared entry with this formula, charge and spin, kJ/mol: 83.7
DFT total energy, eV: -81438.7572
Multiplicity: 2
Kohn-Sham gap (alpha / beta), hartree: 0.27015 / 0.22374

Each line ends with the Löwdin charge.
Cartesian coordinates (Å):
Sn  0.0060  -0.1364  -2.3573  1.532
S  4.2763  2.6788  3.4608  0.620
O  -0.2858  -4.9829  2.9593  -0.021
O  3.9605  3.5662  4.5429  -0.294
O  -0.9085  1.2044  -4.8500  0.024
O  -2.5452  1.0045  -1.6875  -0.194
O  -2.4886  -4.6152  2.6485  -0.023
O  5.6172  2.4875  2.9959  -0.283
O  -1.2571  3.1392  -6.0183  0.137
O  0.1922  0.5504  -0.2522  -0.192
O  2.1361  1.0533  -1.1657  -0.038
O  -0.8231  2.7044  -2.4784  -0.032
N  -0.4277  -2.0723  -1.0504  0.040
N  -2.2266  -1.6000  -2.9471  0.039
N  2.0138  -1.5496  -1.8855  -0.004
N  3.3791  3.2259  2.2085  -0.136
N  -3.3335  0.8028  -0.6488  -0.162
C  2.0259  -2.7585  4.8888  -0.030
C  -4.0670  -2.2776  -1.5962  -0.009
C  -2.7017  -2.1122  -1.8195  -0.237
C  -2.8721  0.2047  0.4638  0.001
C  -0.8750  3.4696  -3.5804  -0.470
C  3.6455  1.0830  3.8734  -0.302
C  -1.0459  2.3582  -5.1391  -0.538
C  4.2964  -0.0689  3.4540  -0.055
C  0.4668  4.1124  -3.8211  0.002
C  -4.9473  -1.9254  -2.6006  -0.052
C  3.2063  -1.1807  -2.3480  -0.130
C  -2.0980  4.3528  -3.6491  -0.006
C  -5.0692  0.2564  1.4064  -0.045
C  -1.9780  -3.3081  0.2674  0.061
C  -0.9723  -3.7048  1.1342  -0.068
C  2.5795  -1.4108  4.5162  -0.258
C  -3.7309  -0.0845  1.5043  -0.009
C  1.9243  -2.1069  -0.6774  -0.213
C  3.1178  2.3917  1.0419  -0.207
C  -5.5119  0.8881  0.2554  -0.034
C  4.3754  -1.3766  -1.6403  -0.036
C  0.5596  -2.5181  -0.2647  -0.187
C  1.3627  1.0790  -0.2034  -0.657
C  1.7901  1.6573  1.1183  -0.077
C  -1.2824  -4.5344  2.3806  -0.703
C  4.2833  -1.9330  -0.3731  -0.033
C  1.9443  -0.2405  4.9222  -0.028
C  -4.6250  1.1483  -0.7649  -0.011
C  3.0458  -2.2961  0.1215  0.013
C  -4.4472  -1.4092  -3.7880  -0.043
C  0.3269  -3.3317  0.8252  0.075
C  -1.6765  -2.5034  -0.8159  -0.201
C  -3.0766  -1.2514  -3.9046  -0.120
C  2.4713  1.0016  4.6109  -0.059
C  3.7583  -1.3040  3.7817  -0.042
H  -5.0982  -1.1287  -4.6030  0.107
H  2.6118  3.7756  2.5651  0.110
H  1.2641  3.3775  -3.7218  0.100
H  -5.7537  0.0337  2.2124  0.117
H  -3.0129  3.7632  -3.5855  0.095
H  0.9866  2.3068  1.4776  0.132
H  -6.5457  1.1741  0.1293  0.116
H  1.0336  -0.3055  5.5036  0.115
H  4.2753  -2.2056  3.4768  0.116
H  2.9434  -2.7135  1.1110  0.103
H  -4.8812  1.6082  -1.7075  0.142
H  -2.1187  4.9228  -4.5728  0.091
H  0.6012  4.8714  -3.0452  0.103
H  3.9368  1.6785  0.9493  0.122
H  -1.6912  2.3480  -2.1807  0.059
H  1.9197  -3.4033  4.0162  0.070
H  2.6942  -3.2711  5.5829  0.089
H  -3.3333  -0.5869  2.3739  0.127
H  5.1704  -2.0778  0.2273  0.114
H  -6.0121  -2.0484  -2.4563  0.113
H  1.8474  0.8236  1.8273  0.120
H  -1.8173  -0.0048  0.4688  0.114
H  1.1109  -3.7076  1.4663  0.114
H  3.2171  -0.7008  -3.3187  0.122
H  3.1612  3.0171  0.1498  0.124
H  -2.0491  5.0261  -2.7904  0.101
H  -2.6366  -0.8214  -4.7952  0.109
H  5.3235  -1.0805  -2.0629  0.112
H  -2.9755  -3.6556  0.4924  0.119
H  0.5129  4.5808  -4.8000  0.094
H  5.2211  0.0140  2.9022  0.111
H  -4.4306  -2.6672  -0.6574  0.115
H  1.9872  1.9062  4.9500  0.116
H  1.0489  -2.6763  5.3609  0.083

Forces on the atoms, in the same order (eV/Å):
Sn 0.22 -0.41 0.13
S 0.10 -0.06 0.06
O 0.49 -0.09 0.19
O 0.12 0.09 -0.02
O -0.05 0.13 0.21
O 0.04 -0.08 0.31
O -0.45 0.03 -0.01
O -0.02 -0.04 0.00
O 0.03 0.20 -0.11
O -0.31 -0.05 -0.10
O -0.13 0.46 -0.14
O 0.39 0.01 -0.16
N -0.34 -0.18 0.10
N 0.05 0.07 -0.21
N 0.11 0.02 -0.03
N -0.02 -0.03 0.18
N 0.14 0.02 -0.37
C 0.05 -0.01 -0.06
C 0.10 -0.02 0.03
C -0.11 -0.08 0.27
C -0.07 0.09 0.05
C 0.06 0.51 0.79
C -0.09 -0.05 0.03
C -0.22 -0.42 -0.80
C -0.10 0.03 0.06
C -0.15 -0.03 -0.08
C -0.01 0.06 -0.11
C 0.01 -0.12 -0.03
C 0.11 -0.09 -0.16
C 0.02 -0.05 0.08
C -0.03 0.00 0.11
C 0.16 0.28 -0.48
C -0.05 -0.15 0.06
C 0.01 0.01 -0.04
C 0.09 -0.05 0.05
C 0.14 0.11 -0.12
C -0.03 0.05 -0.10
C -0.06 -0.06 0.02
C 0.17 0.16 -0.02
C 0.38 -0.17 0.05
C -0.16 -0.06 0.15
C -0.11 -0.09 0.28
C 0.07 0.05 -0.06
C 0.02 0.09 -0.01
C -0.23 0.02 0.10
C -0.13 -0.02 0.00
C 0.02 -0.02 0.07
C -0.06 -0.05 0.12
C 0.02 -0.07 -0.08
C -0.07 0.06 -0.16
C 0.03 -0.07 -0.02
C 0.05 0.04 -0.06
H -0.02 0.01 -0.02
H -0.15 0.04 -0.09
H 0.01 -0.03 0.02
H -0.01 -0.01 0.00
H -0.03 -0.03 0.04
H 0.04 0.04 0.00
H -0.02 0.01 0.01
H -0.02 -0.01 0.01
H 0.02 -0.06 -0.01
H 0.03 -0.02 0.05
H -0.01 -0.02 0.03
H 0.02 0.03 0.03
H 0.07 0.02 -0.02
H 0.05 0.02 -0.03
H -0.17 -0.14 0.08
H -0.10 -0.04 -0.02
H 0.02 0.03 0.02
H 0.00 -0.03 0.03
H 0.04 0.00 0.03
H -0.04 -0.01 -0.01
H -0.05 0.07 -0.01
H 0.21 -0.01 -0.02
H 0.05 -0.02 -0.03
H -0.02 0.02 -0.01
H -0.06 -0.03 0.01
H -0.07 0.06 0.00
H 0.01 0.03 -0.03
H 0.03 0.02 0.00
H -0.06 0.00 -0.03
H -0.02 0.04 0.01
H 0.06 0.01 -0.04
H 0.00 -0.03 0.03
H -0.02 0.07 0.03
H 0.00 -0.01 -0.04